No. 1
Below is the ion C14H20NS2 with charge +1, with properties calculated with ωB97M-V/def2-TZVPD.

Computed properties:
2S+1: 1
Strongest force on any atom (eV/A): 2.21
Net charge: +1
Frontier orbital gap (eV): 9.794
HOMO level (eV): -12.26

Last column: natural (NBO) charge in e.
CARTESIAN COORDINATES (ANGSTROEM)
H -2.13706 -0.00230 -3.41485  0.254
C -1.87138 1.70571 -2.16522  -0.521
N -0.43113 -0.22500 0.69749  -0.421
H 0.68730 -1.28792 2.12090  0.226
C 4.19875 0.93046 0.26266  -0.177
H -2.26605 -2.18391 2.28292  0.225
H -0.22539 0.50091 1.39027  0.441
H -2.14107 0.06969 2.90265  0.218
C -1.30959 0.55368 -2.96380  -0.532
H -0.66055 0.91117 -3.77668  0.241
S -0.91231 2.01229 -0.64561  0.260
H 1.28341 -1.59149 0.47261  0.261
H 4.43301 -0.96766 -0.73964  0.234
C 3.33123 2.00691 0.48163  -0.201
C -2.57738 0.30657 1.91117  -0.648
H 3.69914 2.88632 1.01012  0.234
H -0.53484 -3.10141 -0.00796  0.230
C 3.75075 -0.14598 -0.51098  -0.208
C -0.59137 -2.63660 0.98822  -0.425
H 1.37392 2.83916 0.11224  0.241
H -2.73928 -2.60054 0.63891  0.248
S -0.44791 -0.64002 -1.90598  0.254
C 1.50107 0.74706 -0.47606  -0.100
H 5.20633 0.93417 0.67273  0.233
H 2.12946 -0.92923 -1.70990  0.241
C -1.98505 -2.06212 1.22553  -0.432
C -1.95234 -0.57695 0.83555  -0.021
H -1.87059 2.62816 -2.74969  0.259
C 2.42641 -0.17707 -0.96930  -0.221
H -2.39782 -0.41270 -0.15690  0.240
H -3.65333 0.08751 2.00414  0.253
H -0.33064 -3.39767 1.73882  0.248
C 0.38811 -1.47108 1.08499  -0.226
C -0.02557 0.46387 -0.54874  -0.153
H -2.44837 1.38316 1.69036  0.238
C 1.99533 1.93764 0.05982  -0.217
H -2.89518 1.50523 -1.84242  0.226

Atoms 1-2, force components in eV/Å:
H 0.172 0.075 -0.060
C -0.588 0.131 0.612

=====

No. 2
Below is an isolated molecule of C4H6BrN, with properties calculated with ωB97M-V/def2-TZVPD.

Computed properties:
2S+1: 1
Strongest force on any atom (eV/A): 4.42
Frontier orbital gap (eV): 10.339
HOMO level (eV): -9.63

Last column: natural (NBO) charge in e.
CARTESIAN COORDINATES (ANGSTROEM)
H -1.36849 -2.44814 0.09076  0.241
H 2.06908 1.57801 0.05899  0.258
C 1.00638 1.63332 0.44519  -0.702
H 1.07763 1.52328 1.60835  0.256
H 0.39202 -1.86815 0.69004  0.220
C -0.73669 -0.36330 -0.37033  0.070
N -0.19819 0.37099 -1.50186  -0.319
Br -2.63689 0.00468 0.22278  -0.109
C -0.36790 -1.82424 -0.13266  -0.644
H 0.05455 -2.03705 -1.02872  0.219
C 0.18854 0.71350 -0.32231  0.242
H 0.51996 2.71709 0.23975  0.269

Atoms 1-2, force components in eV/Å:
H 2.705 1.217 -0.500
H -1.189 0.454 0.293

=====

No. 3
Below is a structure of composition C5H13N2PS, with properties calculated with ωB97M-V/def2-TZVPD.

Computed properties:
2S+1: 1
Strongest force on any atom (eV/A): 4.37
Frontier orbital gap (alpha / beta) (eV): 6.223 / 7.741
HOMO level (alpha / beta) (eV): -6.37 / -7.65

Last column: natural (NBO) charge in e.
CARTESIAN COORDINATES (ANGSTROEM)
C -0.32088 1.18386 2.31049  -0.435
H 0.10879 -1.53725 2.29679  0.213
H 1.26945 -1.56520 0.88006  0.211
H 0.14818 4.03515 -1.93563  0.224
H 0.25685 -3.31639 -1.04915  0.172
C 0.36062 3.01418 -2.06964  -0.716
N 0.25383 0.37258 1.26965  -0.743
P 0.70453 0.84586 -0.27948  0.701
S 0.06128 2.77456 -0.28435  -0.094
H -0.12832 -2.58937 -2.71092  0.207
C 0.26454 -1.02539 1.26612  -0.241
H 1.16552 -1.93981 -1.78234  0.189
H 0.54680 1.78498 2.68192  0.216
H -0.68964 -2.81469 0.68528  0.151
H 1.44006 2.92084 -2.20355  0.222
H -0.54370 0.58568 3.28403  0.220
C 0.10822 -2.38162 -1.63118  -0.464
H -1.24685 1.74410 1.95215  0.223
N -0.78520 -1.48196 -0.97236  -0.432
H -1.84293 -1.45212 0.75883  0.187
H -0.20834 2.55294 -2.82018  0.230
C -0.92279 -1.71094 0.35347  -0.241

Atoms 1-2, force components in eV/Å:
C 0.021 -0.146 1.961
H 0.318 1.372 -1.319

=====

No. 4
Below is the ion C7H11IN2 with charge +2, with properties calculated with ωB97M-V/def2-TZVPD.

Computed properties:
2S+1: 1
Strongest force on any atom (eV/A): 5.05
Net charge: +2
Frontier orbital gap (eV): 6.261
HOMO level (eV): -17.13

Last column: natural (NBO) charge in e.
CARTESIAN COORDINATES (ANGSTROEM)
H 2.35296 -0.30961 -1.98350  0.283
C -1.62499 2.36342 2.45697  -0.476
C 0.62161 0.77443 -0.23690  0.266
C 0.04117 1.36757 0.99397  0.011
C -1.98553 -0.75071 -0.28501  0.108
H 2.51414 -2.14506 -0.31536  0.264
H -2.66619 1.94406 2.64656  0.255
H 0.84043 -0.71706 -2.77369  0.243
H 2.42037 -2.80805 -2.13490  0.288
H 1.53657 1.41224 -0.42613  0.283
C -0.81219 -1.10151 -0.71023  -0.211
C 1.79786 -2.29778 -1.25388  -0.652
N -1.07078 1.82975 1.33496  -0.305
N 0.38243 -0.33547 -0.85909  -0.278
H 1.03825 1.46738 1.69831  0.214
H 1.01497 -2.97605 -1.20129  0.215
H -0.92289 2.31987 3.24261  0.221
H -2.14573 3.44170 2.36479  0.302
I -3.83308 -0.45520 0.43487  0.838
C 1.40049 -0.85125 -1.80959  -0.247
H -0.89988 -2.17270 -1.18349  0.377

Atoms 1-2, force components in eV/Å:
H -0.939 0.504 1.040
C -2.902 2.469 1.156

=====

E_tot / eV: -37996.680 -75775.390 -28496.124 -18493.452
ΔE to the lowest compared entry with this formula, charge and spin / kJ/mol: 0.00 147.65 108.15 444.43